No. 1
2 unconnected molecules or ions with the total composition C8H11N4 in a non-equilibrium geometry, computed with wB97M-V/def2-TZVPD.

The geometry in ORCA input format:
```
! RIJCOSX wB97M-V def2-TZVPD def2/J DEFGRID3
* xyz 1 1
N 1.04603 0.70533 -0.14963
N -2.94805 0.41458 -0.35936
N 2.66865 1.52169 0.85604
N -0.72889 -0.03245 -0.51957
C -2.69375 -0.15383 -1.47759
C -1.68025 0.60287 0.32455
C 1.96113 -0.32167 -0.04698
C -1.98430 0.07839 1.82822
C 1.42690 1.80082 0.50756
C 2.98376 0.23938 0.60440
C -1.26362 -0.52844 -1.55357
C 1.91976 -1.71269 -0.70378
H 1.73920 -1.53652 -1.87912
H -0.80181 -0.71003 -2.52135
H -2.68828 0.85352 2.19694
H 2.94372 -2.07995 -0.53171
H -0.94389 0.20298 2.33777
H 0.88526 2.69209 0.40678
H -1.27168 1.56051 0.49947
H -2.35703 -0.91610 1.90448
H 3.96090 -0.08739 0.79196
H 1.23531 -2.32209 -0.25074
H -3.40906 -0.27101 -2.26479
*
```

Output
**Orbital gap (alpha / beta)**: 6.502 / 6.505 eV
**HOMO level (alpha / beta)**: -13.3 / -13.3 eV

Mulliken atomic charge list, values in e, 4 entries: N 0.14; N -0.40; N -0.47; N 0.17

---

No. 2
A molecular structure, C39H42FeN6O6SSb in a non-equilibrium geometry, computed with wB97M-V/def2-TZVPD.

The geometry in ORCA input format:
```
! RIJCOSX wB97M-V def2-TZVPD def2/J DEFGRID3
* xyz -1 5
Sb -1.38066 1.15015 -0.53544
Fe 0.96934 -1.34185 -0.49874
S -1.59786 -2.41345 -0.82824
O 1.94344 -3.25035 -1.91964
O 3.18694 2.00835 0.06296
O 1.22164 -1.16475 2.07226
O 3.13844 -1.44965 -0.21714
O 5.22444 -1.38115 0.53316
O 1.31924 0.80235 -0.01584
N 0.72824 -0.64215 -2.80624
N 1.86534 -0.80425 -4.66824
N -2.17606 -4.67785 0.69656
N 0.24404 -4.31755 2.14146
N 2.58074 -5.24205 -1.02694
N 1.16624 -3.76725 0.12996
C 2.30404 -1.37485 4.10676
C -1.92076 -3.73255 0.06946
C 0.74544 -1.57625 -4.82824
C 3.49604 -0.64835 2.01816
C 2.25294 -6.23225 -0.17394
C -2.48316 1.96525 2.42466
C 1.30094 5.17335 -1.53124
C 4.01874 -1.18535 0.64256
C -3.36916 4.22755 -1.39714
C -5.69286 0.70785 -0.64414
C -0.16686 3.38875 -2.21214
C -1.89246 1.00695 1.60156
C -0.35246 3.03565 -0.87634
C 0.64434 4.46775 -2.52374
C 3.59014 -5.37435 -2.04824
C -4.31556 0.64825 -0.56684
C 2.85494 0.66355 -2.91484
C 2.39914 1.20285 0.53426
C -2.11356 -0.63155 3.37456
C -2.67726 0.32615 4.19976
C 1.36354 -6.03595 0.83216
C 1.49204 -0.06575 4.09196
C 0.31794 3.73625 0.11026
C 0.89224 -4.69725 1.01606
C 1.14204 4.80265 -0.21014
C 2.46044 -1.63355 2.59526
C -2.85896 1.60955 3.71816
C 1.82344 -0.26255 -3.42614
C -6.30006 1.91225 -0.95404
C -3.50626 1.75735 -0.78894
C 1.88674 -4.02085 -0.97744
C -1.73096 -0.28365 2.09256
C -5.51416 3.02345 -1.18054
C 1.33984 0.16575 2.58156
C -0.80316 2.59625 -3.31234
C 2.65654 0.65365 1.96976
C -4.12466 2.96405 -1.10744
C -2.77396 3.35995 1.95986
C 0.05434 -1.46175 -3.66544
H 4.36314 -0.53695 2.67236
H -6.28816 -0.17815 -0.46984
H 2.73884 -7.18365 -0.34624
H 2.60914 -0.68835 -5.33374
H -3.25156 4.35125 -2.47444
H 4.29794 -4.54775 -1.95144
H 1.99754 0.76645 4.57766
H 0.50704 -0.19875 4.54226
H -3.84516 -0.29475 -0.32004
H -2.37976 4.20965 -0.95344
H 3.27264 -1.28575 4.59456
H 3.04644 1.46545 -3.62994
H 0.78294 4.73685 -3.56364
H 1.95784 5.99225 -1.79234
H -0.88316 -1.89915 -3.39304
H 1.08214 -6.82845 1.50376
H 0.22224 3.43165 1.14496
H 1.74584 -2.18315 4.58206
H -1.98456 -1.64865 3.71916
H -0.72906 3.12435 -4.26114
H -5.98496 3.97005 -1.41734
H 0.47604 0.76045 2.30036
H 3.78614 0.13125 -2.72274
H -2.06576 3.66895 1.19806
H 1.67224 5.33255 0.56876
H 2.51874 1.08605 -1.97264
H -0.52306 -4.90715 2.43356
H -3.91546 5.09295 -1.02214
H -0.29306 1.63555 -3.39634
H 3.12804 1.46275 2.53566
H -2.74016 4.06075 2.79346
H -7.37726 1.98395 -1.02214
H -2.99646 0.06575 5.20226
H 0.54904 -2.11995 -5.72724
H -3.77446 3.39305 1.52686
H -3.32186 2.35985 4.34966
H 2.61984 -2.67515 2.31396
H -1.85566 2.39735 -3.10714
H 3.12414 -5.30175 -3.03284
H 4.10584 -6.32685 -1.93524
H 0.00684 -3.33175 2.11336
H -1.27456 -1.02945 1.45256
*
```

Output
**Orbital gap (alpha / beta)**: 7.651 / 7.617 eV
**HOMO level (alpha / beta)**: -5.2 / -5.2 eV

Mulliken atomic charge list, values in e, 4 entries: Sb -0.43; Fe 2.37; S -0.25; O -0.48

---

No. 3
A molecular structure, C21H37OSi in a non-equilibrium geometry, computed with wB97M-V/def2-TZVPD.

The geometry in ORCA input format:
```
! RIJCOSX wB97M-V def2-TZVPD def2/J DEFGRID3
* xyz 1 1
Si 0.17467 -2.18993 -0.10123
O 0.82759 -0.67800 0.39352
C 2.52994 -3.59707 0.63130
C 0.39347 1.62783 0.01880
C 1.15082 0.44788 -0.26945
C -1.13106 2.86110 -0.21657
C -0.93932 -4.32245 1.39909
C -0.94806 -1.83736 -1.58202
C -0.80516 -2.79419 1.39601
C -0.64376 4.11424 0.46509
C -0.87157 4.27045 1.85150
C 1.17425 5.72826 0.60998
C -1.49871 -3.11978 -2.20721
C 2.35954 -2.96564 -1.79578
C 0.27922 4.97535 -0.16048
C -2.04593 -0.83941 -1.22889
C -0.29751 -2.28967 2.75120
C -1.06506 2.90605 -1.73442
C -2.54741 2.54437 0.27410
C 1.58354 -3.38168 -0.55170
C 2.35458 0.36604 -1.13233
C 1.07440 5.70791 2.01329
C 0.00151 5.04301 2.62645
H 1.77034 6.28732 2.60975
H -0.35233 -1.19651 2.82003
H -0.93925 -2.69182 3.54276
H 0.29279 5.06031 -1.25310
H 2.98670 -2.65572 0.96534
H -2.69236 -1.19605 -0.41848
H 1.03385 2.48667 -0.25669
H -0.02637 -4.80914 1.76629
H -2.67342 -0.68739 -2.11526
H 2.13696 0.01514 -2.15432
H 1.71771 -2.79812 -2.66784
H -3.11790 1.89378 -0.39548
H 0.73080 -2.60147 2.95677
H 1.05109 -4.32176 -0.77065
H -1.76208 -4.60400 2.06871
H 3.05737 -3.76869 -2.05145
H -0.05489 1.63580 1.03234
H 2.95038 -2.06303 -1.61916
H 1.97259 6.27277 0.10815
H -1.80416 -2.35569 1.23630
H -2.52642 2.05724 1.26148
H 2.78889 1.36035 -1.23527
H -0.70244 -3.78287 -2.57469
H -3.18105 3.45374 0.39700
H -1.69372 2.11482 -2.17393
H -1.37564 3.86982 -2.16976
H 3.15431 -0.29228 -0.73905
H -2.13030 -3.68654 -1.50931
H -2.11979 -2.83893 -3.06728
H 2.04097 -4.06870 1.49397
H -1.73486 3.79408 2.33158
H -1.63985 0.13522 -0.93659
H -0.12570 5.06776 3.71390
H -0.27788 -1.36184 -2.31325
H -1.17303 -4.74787 0.41170
H -0.03068 2.71101 -2.05873
H 3.33941 -4.26471 0.31396
*
```

Output
**Orbital gap**: 7.335 eV
**HOMO level**: -12.3 eV

Mulliken atomic charge list, values in e, 4 entries: Si -0.40; O -0.30; C -1.48; C -1.16

---

No. 4
2 unconnected molecules or ions with the total composition C4H9O4 in a non-equilibrium geometry, computed with wB97M-V/def2-TZVPD.

The geometry in ORCA input format:
```
! RIJCOSX wB97M-V def2-TZVPD def2/J DEFGRID3
* xyz -1 1
O 2.49815 -0.57461 1.26807
O -0.46317 -0.34538 2.02683
O -2.03609 0.59181 0.27286
O -1.77092 1.39161 -1.81859
C -1.45821 0.69748 -0.85061
C 1.93629 -1.09265 0.02465
C -0.27429 -0.35657 -1.10037
C 1.17414 0.02866 -0.67567
H 1.68215 -0.43790 1.77838
H 1.79671 0.56664 -1.40023
H -0.26483 0.57514 1.89131
H 2.87118 -1.34863 -0.45507
H 1.32414 -1.96111 0.21951
H -1.31898 -0.39244 1.46019
H 0.91321 0.81277 0.06385
H -0.57310 -1.22774 -0.53416
H -0.05939 -0.50513 -2.18753
*
```

Output
**Orbital gap**: 8.449 eV
**HOMO level**: -4.6 eV

Mulliken atomic charge list, values in e, 4 entries: O -0.57; O -0.72; O -0.79; O -0.72

---

Calculated relative energy (zero: lowest compared OMol25 entry of this formula, charge and spin) in order - 6.0220 0.0737 1.2104 1.2878 eV